Formula: C26H58F3N8O12PS
Source: OMol25
Level of theory: the ωB97M-V functional and the def2-TZVPD basis

The geometry in XYZ format:
```
109
Properties=species:S:1:pos:R:3
C -0.013 3.606 1.141
P -0.875 1.930 1.542
O -0.507 0.902 0.173
C -2.758 2.167 1.738
C -3.127 1.145 2.910
O -2.980 3.470 2.404
S -3.303 4.684 1.264
O -2.293 5.794 1.192
O -4.631 5.377 1.422
O -3.368 3.616 -0.060
C -3.699 2.290 0.454
N -5.180 2.204 0.695
C -3.509 1.221 -0.759
F -3.262 -0.050 -0.218
F -2.578 1.627 -1.725
F -4.758 1.173 -1.446
H 1.106 3.377 1.111
H -0.441 3.986 0.148
H -0.290 4.289 2.025
H 0.486 0.739 0.164
H -2.336 1.299 3.730
H -3.062 0.086 2.497
H -4.167 1.439 3.297
H -5.590 3.143 0.779
H -5.386 1.607 1.505
C 2.260 -1.762 1.311
O 1.729 -0.666 1.236
N 2.219 -2.720 0.347
C 2.876 -4.004 0.506
C 1.493 -2.448 -0.879
H 2.834 -2.066 2.200
H 3.612 -4.127 -0.291
H 2.130 -4.797 0.439
H 3.380 -4.069 1.470
H 1.926 -1.569 -1.365
H 0.449 -2.236 -0.638
H 1.547 -3.304 -1.553
C 4.222 -7.485 0.677
O 3.608 -6.562 1.181
N 5.371 -7.367 -0.048
C 6.044 -8.518 -0.616
C 5.938 -6.050 -0.258
H 3.880 -8.528 0.776
H 7.056 -8.577 -0.208
H 6.095 -8.402 -1.701
H 5.509 -9.439 -0.380
H 6.163 -5.597 0.711
H 5.208 -5.424 -0.775
H 6.850 -6.116 -0.852
C -2.138 -5.074 -2.385
O -0.968 -5.198 -2.070
N -2.958 -4.063 -1.982
C -4.343 -3.981 -2.398
C -2.425 -3.036 -1.108
H -2.640 -5.800 -3.045
H -4.499 -3.043 -2.937
H -4.984 -4.004 -1.513
H -4.605 -4.816 -3.050
H -1.584 -2.545 -1.603
H -2.066 -3.501 -0.186
H -3.192 -2.298 -0.872
C 1.443 2.987 -2.488
O 1.760 2.266 -1.556
N 2.117 4.104 -2.881
C 1.680 4.914 -4.000
C 3.310 4.495 -2.155
H 0.556 2.778 -3.101
H 2.473 4.940 -4.753
H 1.478 5.929 -3.649
H 0.776 4.503 -4.449
H 4.042 3.684 -2.205
H 3.051 4.668 -1.108
H 3.737 5.402 -2.583
C 1.332 1.090 -5.121
O 0.805 2.185 -5.201
N 1.294 0.127 -6.084
C 1.947 -1.155 -5.917
C 0.576 0.395 -7.315
H 1.902 0.787 -4.227
H 2.689 -1.284 -6.709
H 1.198 -1.949 -5.985
H 2.445 -1.217 -4.948
H 1.013 1.271 -7.802
H -0.469 0.610 -7.082
H 0.633 -0.463 -7.985
C -7.119 1.948 4.341
O -6.503 0.924 4.098
N -7.071 2.633 5.517
C -7.833 3.846 5.733
C -6.228 2.133 6.585
H -7.787 2.411 3.597
H -7.145 4.665 5.957
H -8.509 3.696 6.579
H -8.419 4.103 4.849
H -5.193 2.087 6.235
H -6.550 1.124 6.854
H -6.291 2.783 7.458
C 3.156 2.266 2.364
O 2.363 3.163 2.591
N 4.326 2.063 3.033
C 5.219 0.971 2.705
C 4.688 2.969 4.106
H 2.976 1.524 1.570
H 5.341 0.333 3.584
H 6.191 1.379 2.414
H 4.821 0.375 1.882
H 3.910 2.944 4.873
H 4.755 3.985 3.710
H 5.644 2.681 4.543
```

Summary:
- E: -92667.1520 eV
- E_HOMO: -7.169 eV
- Structure (SMILES): CP(O)[C@@]1(C)OS(=O)(=O)O[C@@]1(N)C(F)(F)F.CN(C)C=O.CN(C)C=O.CN(C)C=O.CN(C)C=O.CN(C)C=O.CN(C)C=O.CN(C)C=O
- LUMO energy: 0.47 eV

***

Formula: C26H58N5O5SSi
Source: OMol25
Level of theory: the ωB97M-V functional and the def2-TZVPD basis

The geometry in XYZ format:
```
96
Properties=species:S:1:pos:R:3
C -1.260 -1.676 4.958
C -1.524 -0.761 3.724
N -2.487 -1.395 2.825
C -2.074 -1.792 1.500
C -0.634 -2.278 1.309
C 0.310 -1.533 0.276
C 1.427 -2.600 0.030
C 2.873 -2.088 0.001
C 3.528 -2.016 1.423
C 4.223 -0.689 1.719
N 5.068 -0.203 0.623
C 6.128 -1.191 0.333
C 5.664 1.023 1.001
C 6.352 1.861 -0.076
O 5.621 1.442 2.111
C 0.776 -0.251 0.962
C 1.464 0.795 0.089
O 0.617 1.929 -0.135
Si 1.398 3.223 -0.897
C 2.302 4.187 0.466
C 0.163 4.442 -1.651
C 2.569 2.717 -2.282
C -0.583 -1.341 -0.975
C 0.058 -0.781 -2.228
O 1.141 -1.544 -2.688
C 1.504 -1.239 -4.030
C 0.999 -2.310 -4.991
C -1.714 -0.369 -0.618
N -2.632 -0.801 0.458
O -3.701 -1.423 -0.230
C -3.270 0.427 1.079
C -3.750 1.454 0.016
C -4.984 2.246 0.540
S -4.552 3.971 0.963
H -1.231 -2.698 4.576
H -0.261 -1.490 5.347
H -2.009 -1.554 5.734
H -0.550 -0.497 3.324
H -1.975 0.144 4.140
H -2.929 -2.172 3.291
H -2.685 -2.676 1.348
H -0.662 -3.297 0.927
H -0.048 -2.348 2.224
H 1.394 -3.383 0.791
H 1.222 -3.118 -0.905
H 3.039 -1.185 -0.578
H 3.451 -2.860 -0.512
H 4.188 -2.869 1.551
H 2.715 -2.132 2.144
H 3.521 0.067 2.053
H 4.874 -0.859 2.589
H 6.719 -1.384 1.235
H 6.788 -0.759 -0.417
H 5.711 -2.097 -0.094
H 5.602 2.082 -0.835
H 7.189 1.286 -0.470
H 6.722 2.762 0.391
H -0.107 0.257 1.367
H 1.394 -0.442 1.834
H 2.350 1.151 0.631
H 1.829 0.431 -0.871
H 1.634 4.950 0.861
H 2.561 3.499 1.273
H 3.195 4.635 0.034
H 0.023 4.236 -2.713
H -0.792 4.457 -1.124
H 0.606 5.436 -1.561
H 3.251 1.938 -1.935
H 3.154 3.600 -2.547
H 2.061 2.394 -3.191
H -1.036 -2.314 -1.186
H -0.718 -0.797 -3.015
H 0.328 0.279 -2.142
H 1.094 -0.276 -4.355
H 2.589 -1.166 -4.070
H 1.340 -2.027 -5.987
H -0.092 -2.315 -5.002
H 1.387 -3.286 -4.715
H -1.268 0.610 -0.443
H -2.305 -0.250 -1.521
H -4.396 -1.651 0.415
H -4.169 0.151 1.611
H -2.562 0.959 1.708
H -2.966 2.193 -0.129
H -4.016 0.992 -0.931
H -5.703 2.289 -0.275
H -5.466 1.745 1.376
H -4.679 3.967 2.303
C -7.585 -0.240 -1.163
O -7.659 0.972 -1.204
N -6.379 -0.882 -1.011
N -8.671 -1.053 -1.261
H -6.276 -1.879 -0.975
H -5.566 -0.301 -0.941
H -9.566 -0.610 -1.373
H -8.625 -2.054 -1.229
```

Summary:
- E: -64297.5102 eV
- E_HOMO: -11.389 eV
- Net charge: +1
- LUMO energy: -2.51 eV